DFT (ωB97M-V/def2-TZVPD) results for C5H13NO2 as an isolated structure in a non-equilibrium geometry.

```
21
Properties=species:S:1:pos:R:3
C 0.7355 0.7847 -0.3953
C -1.1207 -0.3903 0.0148
C 1.0222 -0.3099 0.4443
C 0.7125 2.1915 0.0969
C -1.5533 -1.2780 1.1586
N -1.2464 -0.9855 -1.3036
O 0.7750 0.6572 -1.7182
O 2.8518 0.1988 0.4812
H 0.2590 -0.1627 -1.9539
H 3.2603 -0.1659 -0.3152
H -1.6493 0.5627 0.0348
H -1.1889 -1.9977 -1.2803
H -2.0967 -0.7255 -1.7944
H 1.1334 -1.3001 0.0284
H 0.9485 -0.1855 1.5116
H 0.7405 2.2323 1.1823
H -0.1743 2.7025 -0.2858
H 1.5971 2.7022 -0.2825
H -0.9748 -2.2063 1.1788
H -1.4183 -0.7717 2.1156
H -2.6132 -1.5528 1.0818
```

Output
total charge: 0
ΔE to the lowest compared entry with this formula, charge and spin: 112.7 kcal/mol
LUMO: 0.63 eV
2S+1: 1
DFT total energy: -10976.9934 eV